[1]
7 unconnected molecules or ions with the total composition C36H82N4O7 in a non-equilibrium geometry, computed with ωB97M-V/def2-TZVPD.

Structure (XYZ):
```
129
Properties=species:S:1:pos:R:3
C -2.36 -18.86 0.53
C -2.17 -20.41 0.44
C -0.74 -20.94 0.38
C -2.74 -20.98 1.80
C -4.27 -20.88 1.93
C -4.98 -21.47 0.80
C -4.53 -21.04 -0.63
C -4.89 -22.16 -1.67
C -5.22 -19.69 -0.96
N -3.03 -20.96 -0.67
O -2.52 -20.69 -1.91
H -1.49 -18.49 1.08
H -2.24 -18.32 -0.41
H -3.15 -18.42 1.13
H -0.65 -22.01 0.57
H -0.41 -20.67 -0.63
H -0.01 -20.54 1.09
H -2.47 -22.03 1.94
H -2.24 -20.45 2.61
H -4.64 -21.30 2.86
H -4.52 -19.83 2.09
H -6.02 -21.17 0.97
H -4.94 -22.54 0.98
H -4.21 -23.00 -1.58
H -4.97 -21.77 -2.68
H -5.87 -22.49 -1.32
H -5.38 -19.07 -0.07
H -6.26 -19.83 -1.23
H -4.76 -19.08 -1.74
H -1.91 -21.42 -2.05
C 10.62 -23.05 8.40
C 10.07 -21.56 8.32
C 9.96 -20.99 9.75
C 11.23 -20.73 7.59
C 10.74 -19.42 7.05
C 9.42 -19.61 6.23
C 8.24 -20.42 6.90
C 7.53 -19.59 7.91
C 7.36 -20.85 5.70
N 8.82 -21.59 7.51
O 7.95 -22.63 7.96
H 11.64 -23.04 8.80
H 9.99 -23.63 9.07
H 10.67 -23.49 7.40
H 9.20 -21.49 10.36
H 10.93 -21.04 10.26
H 9.51 -20.00 9.74
H 12.05 -20.33 8.20
H 11.51 -21.38 6.77
H 10.73 -18.66 7.84
H 11.58 -19.15 6.40
H 9.66 -19.98 5.23
H 8.97 -18.62 6.12
H 6.74 -18.99 7.45
H 8.23 -18.99 8.48
H 7.00 -20.25 8.59
H 6.82 -20.05 5.20
H 6.67 -21.59 6.12
H 8.09 -21.29 5.02
H 7.96 -23.20 7.19
C 6.43 -18.33 -2.66
C 6.68 -18.45 -1.15
C 6.92 -19.91 -0.64
C 8.01 -17.70 -0.67
C 7.83 -16.19 -0.74
C 6.68 -15.68 0.14
C 5.37 -16.42 -0.10
C 4.53 -16.26 1.24
C 4.63 -15.75 -1.25
N 5.52 -17.88 -0.36
O 4.41 -18.59 -0.37
H 5.39 -18.37 -2.98
H 6.56 -17.33 -3.06
H 6.92 -19.10 -3.26
H 7.38 -20.47 -1.45
H 7.52 -20.07 0.25
H 6.05 -20.57 -0.56
H 8.22 -17.95 0.37
H 8.81 -17.95 -1.37
H 8.80 -15.70 -0.62
H 7.64 -15.81 -1.75
H 6.51 -14.64 -0.14
H 6.96 -15.87 1.18
H 4.69 -15.32 1.75
H 4.83 -17.10 1.88
H 3.51 -16.40 0.88
H 4.47 -14.68 -1.14
H 3.64 -16.19 -1.39
H 5.17 -15.97 -2.17
H 4.36 -18.78 0.57
C 3.43 -16.59 14.71
C 4.13 -16.83 13.26
C 5.63 -16.51 13.17
C 3.98 -18.35 12.94
C 2.49 -18.76 12.59
C 1.95 -17.92 11.35
C 2.05 -16.39 11.72
C 1.77 -15.70 10.40
C 0.93 -16.02 12.70
N 3.46 -16.14 12.17
O 3.64 -14.74 12.33
H 2.56 -17.25 14.80
H 3.01 -15.61 14.91
H 4.16 -16.84 15.47
H 6.16 -17.07 13.94
H 5.76 -15.45 13.37
H 6.22 -16.78 12.30
H 4.72 -18.65 12.19
H 4.21 -18.93 13.83
H 1.76 -18.63 13.39
H 2.53 -19.81 12.32
H 0.91 -18.21 11.16
H 2.56 -18.18 10.49
H 0.74 -15.84 10.09
H 1.86 -14.61 10.32
H 2.50 -16.04 9.67
H 0.81 -14.94 12.68
H 0.00 -16.41 12.29
H 0.94 -16.40 13.72
H 3.35 -14.44 11.46
O -0.84 -20.83 7.33
H -1.53 -20.86 7.99
H -0.57 -21.75 7.24
O 2.09 -19.18 5.43
H 2.61 -18.73 6.10
H 1.43 -19.67 5.92
O -0.94 -17.43 5.59
H -0.12 -17.42 5.09
H -1.05 -18.34 5.85
```

Summary:
- SMILES = CC1(C)CCCC(C)(C)N1O.CC1(C)CCCC(C)(C)N1O.CC1(C)CCCC(C)(C)N1O.CC1(C)CCCC(C)(C)N1O.O.O.O
- ΔE to the lowest compared entry with this formula, charge and spin (kcal per mole) = 115.8
- charge = 0
- gap between HOMO and LUMO (eV) = 7.701

---

[2]
6 unconnected molecules or ions with the total composition C36H83BFN4O15S in a non-equilibrium geometry, computed with ωB97M-V/def2-TZVPD.

Structure (XYZ):
```
141
Properties=species:S:1:pos:R:3
C 3.96 3.45 4.43
C 2.75 3.69 3.49
B 1.39 3.06 4.03
O 1.51 2.09 5.03
C -0.10 3.49 3.57
C -0.20 4.98 3.30
C 0.29 5.98 4.34
C -0.77 7.01 4.73
O -1.74 7.22 4.11
N -0.50 7.78 5.92
C 0.83 8.41 5.89
C -0.57 6.94 7.13
N 0.32 5.01 1.93
C -0.12 3.82 1.36
N -0.03 3.79 0.06
C -0.50 2.64 -0.74
C -0.47 3.02 -2.24
C 0.25 1.99 -3.12
C 1.79 2.09 -3.09
S 2.48 3.63 -3.68
O 3.20 4.25 -2.60
O 3.35 3.37 -4.77
O 1.30 4.57 -4.23
N -0.62 2.95 2.28
C -0.52 1.49 2.14
C -1.38 0.80 3.25
C -0.59 -0.11 4.20
F -1.40 -1.18 4.51
H 3.78 3.95 5.38
H 4.13 2.38 4.54
H 4.82 3.95 3.99
H 2.59 4.78 3.48
H 2.97 3.40 2.45
H 1.86 1.30 4.58
H -0.71 3.23 4.45
H -1.28 5.15 3.21
H 0.65 5.51 5.26
H 1.14 6.52 3.91
H 0.98 8.98 6.80
H 1.66 7.68 5.85
H 0.87 9.07 5.03
H -1.31 6.15 7.09
H -0.73 7.53 8.04
H 0.42 6.46 7.28
H 1.29 5.24 1.78
H 0.36 4.60 -0.41
H 0.25 1.85 -0.61
H -1.47 2.28 -0.41
H -0.09 4.03 -2.38
H -1.51 3.04 -2.58
H -0.01 0.96 -2.86
H -0.06 2.11 -4.16
H 2.16 1.81 -2.10
H 2.16 1.32 -3.77
H 1.54 5.47 -3.92
H 0.51 1.10 2.11
H -0.99 1.17 1.22
H -2.11 0.15 2.76
H -1.98 1.53 3.78
H -0.47 0.42 5.15
H 0.38 -0.44 3.82
C -2.85 2.44 -6.63
O -3.19 3.06 -5.39
C -3.84 4.31 -5.57
C -5.35 4.18 -5.44
O -5.91 3.38 -6.47
C -6.16 2.04 -6.06
H -2.64 1.39 -6.43
H -3.66 2.50 -7.35
H -1.95 2.90 -7.04
H -3.58 4.75 -6.53
H -3.48 4.98 -4.78
H -5.79 5.18 -5.53
H -5.62 3.79 -4.45
H -7.08 2.00 -5.47
H -5.34 1.63 -5.47
H -6.29 1.44 -6.95
C 2.33 -1.73 -4.79
O 0.96 -1.35 -4.88
C 0.27 -2.02 -5.94
C -0.52 -3.20 -5.43
O 0.32 -4.22 -4.91
C 0.41 -4.19 -3.49
H 2.70 -1.43 -3.81
H 2.46 -2.80 -4.90
H 2.91 -1.21 -5.56
H 0.97 -2.32 -6.72
H -0.42 -1.29 -6.38
H -1.06 -3.64 -6.28
H -1.26 -2.89 -4.69
H -0.49 -4.64 -3.05
H 0.53 -3.17 -3.11
H 1.27 -4.78 -3.20
C -0.40 -7.37 -4.38
O 0.35 -7.89 -3.29
C -0.43 -8.68 -2.40
C -0.27 -10.16 -2.67
O -0.77 -10.52 -3.95
C 0.25 -10.64 -4.93
H 0.30 -7.05 -5.15
H -1.07 -8.11 -4.80
H -0.98 -6.50 -4.05
H -1.48 -8.38 -2.45
H -0.07 -8.46 -1.39
H -0.85 -10.71 -1.93
H 0.78 -10.46 -2.57
H 0.77 -11.59 -4.81
H 0.97 -9.82 -4.88
H -0.23 -10.62 -5.91
C 3.82 -12.55 -4.61
O 3.46 -11.19 -4.50
C 4.04 -10.55 -3.37
C 5.28 -9.75 -3.75
O 6.33 -10.59 -4.22
C 6.41 -10.63 -5.63
H 3.60 -12.88 -5.63
H 4.89 -12.71 -4.42
H 3.23 -13.16 -3.91
H 4.28 -11.28 -2.59
H 3.29 -9.86 -2.97
H 5.65 -9.25 -2.85
H 5.04 -8.99 -4.49
H 6.91 -9.72 -6.00
H 5.43 -10.72 -6.10
H 7.02 -11.49 -5.91
C -5.00 6.00 10.70
O -4.36 4.87 11.28
C -3.49 4.20 10.38
C -2.04 4.60 10.60
O -1.81 5.97 10.31
C -1.80 6.79 11.48
H -5.39 6.61 11.51
H -4.30 6.60 10.11
H -5.83 5.67 10.07
H -3.78 4.39 9.34
H -3.59 3.13 10.57
H -1.41 4.02 9.92
H -1.72 4.37 11.62
H -0.83 6.69 11.99
H -2.60 6.53 12.17
H -1.92 7.82 11.16
```

Summary:
- ΔE to the lowest compared entry with this formula, charge and spin (kcal per mole) = 31.1
- charge = +1
- gap between HOMO and LUMO (eV) = 7.431

---

[3]
6 unconnected molecules or ions with the total composition C36H83N5O6 in a non-equilibrium geometry, computed with ωB97M-V/def2-TZVPD.

Structure (XYZ):
```
130
Properties=species:S:1:pos:R:3
C -1.04 5.46 9.09
C -1.15 4.65 10.43
C -0.98 5.68 11.57
C -2.58 4.15 10.37
C -2.85 3.19 11.66
C -1.86 2.08 11.49
C -0.31 2.50 11.52
C 0.19 2.90 12.90
C 0.52 1.24 10.95
N -0.19 3.55 10.46
O 1.15 3.91 10.21
H -1.45 5.01 8.19
H -1.89 6.15 9.11
H -0.09 5.93 8.83
H -1.28 6.73 11.45
H -1.48 5.35 12.49
H 0.08 5.67 11.80
H -3.24 5.01 10.41
H -2.86 3.54 9.51
H -2.81 3.76 12.59
H -3.85 2.77 11.54
H -2.12 1.49 10.61
H -1.92 1.44 12.37
H -0.46 3.67 13.30
H 1.21 3.28 12.98
H 0.09 2.07 13.60
H 1.47 1.07 11.47
H 0.79 1.19 9.89
H 0.03 0.28 11.08
H 1.20 3.79 9.25
C 8.77 3.55 -3.76
C 9.00 2.38 -2.78
C 9.85 2.92 -1.62
C 7.64 1.89 -2.10
C 6.85 0.87 -2.93
C 7.74 -0.29 -3.32
C 9.01 0.16 -4.07
C 9.96 -1.06 -4.01
C 8.77 0.66 -5.49
N 9.70 1.24 -3.40
O 11.01 1.48 -3.74
H 9.04 4.51 -3.34
H 9.03 3.52 -4.82
H 7.69 3.54 -3.88
H 10.29 2.12 -1.03
H 10.74 3.40 -2.02
H 9.31 3.61 -0.97
H 7.82 1.52 -1.09
H 6.91 2.69 -2.19
H 6.01 0.52 -2.33
H 6.40 1.32 -3.82
H 7.23 -1.07 -3.88
H 8.07 -0.86 -2.45
H 10.62 -1.01 -4.87
H 9.46 -2.03 -4.03
H 10.49 -1.08 -3.06
H 8.21 -0.07 -6.07
H 9.71 0.89 -5.99
H 8.13 1.54 -5.53
H 11.50 1.37 -2.92
C 9.70 1.07 13.06
C 9.26 1.17 11.63
C 8.60 -0.21 11.21
C 8.09 2.24 11.48
C 8.24 2.95 10.17
C 9.62 3.67 10.05
C 10.87 2.75 10.34
C 11.76 2.70 9.12
C 11.68 3.35 11.44
N 10.40 1.45 10.71
O 11.31 0.44 10.68
H 8.97 0.72 13.79
H 10.01 2.07 13.38
H 10.57 0.41 13.15
H 7.88 -0.64 11.91
H 9.37 -0.95 10.99
H 8.02 -0.22 10.29
H 7.06 1.87 11.41
H 8.15 2.95 12.31
H 7.44 3.68 10.09
H 8.07 2.33 9.29
H 9.62 4.51 10.75
H 9.65 4.24 9.12
H 12.65 2.09 9.25
H 11.18 2.38 8.25
H 12.10 3.70 8.83
H 12.26 2.64 12.01
H 12.27 4.22 11.15
H 11.04 3.48 12.31
H 11.12 -0.09 9.91
C 0.99 5.36 0.95
O 1.22 5.12 2.40
C 2.61 5.21 2.74
C 2.78 5.24 4.33
C 4.09 5.56 5.04
N 2.40 3.96 4.88
H 0.02 5.71 0.60
H 0.88 4.37 0.49
H 1.77 6.00 0.52
H 3.14 4.33 2.38
H 3.09 6.14 2.42
H 1.99 5.92 4.63
H 3.93 5.61 6.12
H 4.50 6.48 4.62
H 4.86 4.85 4.74
H 2.89 3.23 4.39
H 1.41 3.90 4.72
C 12.53 -3.50 6.76
O 11.66 -2.42 6.44
C 11.91 -1.76 5.20
C 11.64 -2.62 3.93
C 12.01 -2.04 2.50
N 10.25 -3.08 3.96
H 12.42 -4.03 7.71
H 13.52 -3.04 6.77
H 12.46 -4.29 6.02
H 11.21 -0.94 5.34
H 12.90 -1.31 5.16
H 12.31 -3.48 3.96
H 13.09 -1.96 2.40
H 11.68 -1.01 2.49
H 11.58 -2.53 1.63
H 10.09 -3.87 3.36
H 10.04 -3.32 4.92
C 5.63 -0.72 5.79
O 5.86 -0.28 4.48
H 5.32 -1.76 5.81
H 6.50 -0.38 6.35
H 4.76 -0.07 5.87
H 6.78 -0.49 4.28
```

Summary:
- SMILES = CC1(C)CCCC(C)(C)N1O.CC1(C)CCCC(C)(C)N1O.CC1(C)CCCC(C)(C)N1O.COC[C@H](C)N.COC[C@H](C)N.CO
- ΔE to the lowest compared entry with this formula, charge and spin (kcal per mole) = 146.8
- charge = 0
- gap between HOMO and LUMO (eV) = 8.009

---

Q: What is the formula in the second record?
A: C36H83BFN4O15S